The following is a DFT calculation (ωB97M-V/def2-TZVPD) of an isolated ion of composition C10H13N2 and charge +1.

SMILES: C[C@]1(c2ccccc2)N=CC[NH2+]1
Lowest unoccupied orbital energy: -3.253 eV
Net charge: +1
Gap between HOMO and LUMO: 9.643 eV
E_HOMO: -12.90 eV
ΔE to the lowest compared entry with this formula, charge and spin: 234.00 kJ/mol
E_tot: -13552.909 eV

```
25
C10H13N2, DFT ωB97M-V/def2-TZVPD
C 2.21 0.06 -0.43
C 0.86 0.44 0.26
C -0.26 -0.09 -0.68
C -0.17 -1.42 -1.01
C -1.21 -1.90 -1.83
C -2.24 -1.05 -2.16
C -2.29 0.29 -1.87
C -1.20 0.87 -1.11
N 0.71 1.83 0.55
C 0.38 1.91 1.80
C 0.35 0.69 2.67
N 0.83 -0.35 1.68
H 3.14 0.09 0.16
H 2.30 0.66 -1.35
H 2.29 -0.97 -0.63
H 0.61 -2.00 -0.49
H -1.42 -2.88 -2.15
H -3.09 -1.39 -2.65
H -3.15 0.87 -2.16
H -1.08 1.85 -0.86
H 0.17 2.84 2.13
H 1.04 0.85 3.58
H -0.73 0.63 3.06
H 1.78 -0.73 1.96
H 0.16 -1.10 1.54
```